224
Properties=species:S:1:pos:R:3:forces:R:3:mulliken_charge:R:1 method="wB97M-V/def2-TZVPD" lumo_ev=0.078 total_charge=-1 e_above_lowest_kcal_mol=166.9 homo_ev=-6.273 orbital_gap_ha=0.23337 spin_multiplicity=1
C 18.04954 -33.14755 -1.08884 -0.95 0.99 0.11 -1.102
C 17.82093 -31.65200 -1.26458 1.28 -0.03 -0.44 -0.994
C 18.26518 -30.81497 -0.03540 0.11 0.56 -2.15 -0.646
C 19.80631 -30.59672 0.11238 -0.92 1.30 1.22 -0.631
N 20.14981 -29.74817 1.40732 -0.04 -0.71 1.71 0.175
C 19.71995 -30.54244 2.69836 -0.44 -1.29 -1.16 -0.475
C 20.73077 -31.69075 2.80229 0.65 0.90 0.81 -0.731
C 22.04428 -31.09949 2.13925 -1.29 -1.31 0.42 -0.643
C 21.66306 -29.70703 1.52991 0.69 -1.14 1.27 -0.708
C 19.38119 -28.40253 1.52984 1.36 0.56 -0.51 -0.760
C 20.09565 -27.23784 0.77404 -2.08 -0.74 -2.42 -0.324
C 19.14213 -26.04195 0.48378 0.33 -0.53 2.00 -1.358
H 19.02094 -33.29001 -0.61536 -0.17 -0.42 0.08 0.264
H 17.98021 -33.69789 -2.02714 -0.01 -0.06 0.18 0.353
H 17.19717 -33.35381 -0.44152 0.43 -1.18 0.27 0.314
H 16.78645 -31.36514 -1.45342 -0.14 -0.45 0.12 0.471
H 18.34324 -31.30471 -2.15603 0.28 0.27 -0.04 0.425
H 17.65087 -31.13427 0.80648 0.59 0.09 0.34 0.463
H 17.84623 -29.90133 -0.45710 0.13 0.73 1.08 0.217
H 20.23323 -29.92685 -0.63402 -0.50 -0.17 -0.48 0.449
H 20.43638 -31.48606 0.09899 -0.24 -0.06 0.49 0.602
H 19.60654 -29.91688 3.58375 0.77 0.37 -0.30 0.562
H 18.70260 -30.90383 2.54837 0.05 0.09 -0.25 0.326
H 20.88703 -31.95841 3.84730 0.16 0.53 0.20 0.357
H 20.45409 -32.67950 2.43635 -0.39 0.43 -0.85 0.353
H 22.83111 -31.13121 2.89290 0.08 0.71 -0.25 0.387
H 22.29988 -31.88407 1.42707 0.41 0.59 -0.52 0.303
H 21.96442 -28.93143 2.23399 -0.41 0.07 0.05 0.482
H 22.26160 -29.53993 0.63441 -0.83 0.15 -0.42 0.356
H 19.33627 -28.01894 2.54912 0.19 -0.94 0.43 0.485
H 18.37581 -28.74430 1.28386 -0.04 0.93 -0.46 0.286
H 20.10461 -27.50556 -0.28253 1.49 -0.92 -0.10 0.272
H 21.06298 -26.95762 1.19102 -0.20 -0.16 -0.05 0.409
H 18.24246 -26.44724 0.02068 -0.06 0.28 0.07 0.325
H 19.60068 -25.28459 -0.15202 0.02 -0.13 0.17 0.381
H 18.93433 -25.66391 1.48478 -0.64 0.78 -0.31 0.348
C 8.71012 -7.55440 -5.86692 -1.69 -0.93 -0.60 -1.311
C 8.64051 -8.66122 -4.79150 1.17 2.93 1.07 -0.593
C 9.18425 -9.94008 -5.28327 -0.74 0.05 -0.09 -0.139
C 8.78898 -11.04355 -4.33094 1.25 -1.74 0.28 -0.967
P 9.63069 -12.56026 -4.81451 -0.38 -2.03 1.31 0.744
C 11.34091 -12.14951 -4.93692 1.14 0.42 1.01 -1.494
C 12.03295 -11.48104 -3.64602 0.78 0.44 -0.53 -0.786
C 13.24975 -10.51539 -3.94342 -0.91 -0.26 -2.47 -0.661
C 12.88853 -9.43538 -4.99221 0.32 1.24 -0.10 -1.148
C 9.08082 -13.27183 -6.40429 0.57 0.23 0.16 -0.954
C 9.96544 -14.28932 -7.15506 -0.70 -0.87 1.03 -0.456
C 9.26326 -14.91731 -8.35447 0.14 1.58 -1.53 -0.706
C 10.23460 -15.70205 -9.25905 -0.84 -1.21 1.20 -1.294
C 9.44179 -13.82375 -3.41907 -0.21 0.31 -0.53 -1.241
C 10.35381 -15.10042 -3.46238 0.20 0.16 1.02 -0.405
C 10.59193 -15.72415 -2.06186 0.96 0.06 0.83 -0.654
C 11.57706 -16.94131 -1.97352 -1.47 -0.61 -0.81 -1.287
H 8.32748 -6.59124 -5.52924 -0.45 -0.26 -0.05 0.380
H 8.09679 -8.05543 -6.61584 -0.41 1.11 -0.80 0.344
H 9.64043 -7.29981 -6.37466 0.53 -0.68 0.57 0.304
H 7.70964 -8.81921 -4.24688 -0.56 0.45 -0.75 0.436
H 9.24315 -8.15109 -4.04006 0.56 -1.00 0.79 0.335
H 10.23911 -9.74480 -5.47624 0.09 -0.83 0.10 -0.126
H 8.67751 -10.18534 -6.21664 0.17 0.16 -0.44 0.235
H 7.73383 -11.23518 -4.13590 -0.09 0.40 -0.35 0.718
H 9.27952 -11.00684 -3.35825 -0.19 0.76 0.38 0.487
H 11.41868 -11.58534 -5.86631 0.40 0.15 0.08 0.697
H 11.76748 -13.13953 -5.09818 0.49 0.09 -0.22 0.900
H 12.45569 -12.29082 -3.05133 -0.37 -0.07 0.15 0.437
H 11.34912 -10.91062 -3.01745 -0.30 -0.22 -0.11 0.364
H 14.00156 -11.11519 -4.45635 0.32 -0.16 0.34 0.266
H 13.72523 -10.01760 -3.09830 -0.48 -0.44 0.32 0.414
H 12.72428 -9.70042 -6.03666 -0.49 -0.93 0.14 0.318
H 13.68131 -8.71498 -5.19376 0.65 -0.12 0.63 0.465
H 12.09782 -8.74391 -4.70109 -0.44 -0.31 0.26 0.240
H 9.05128 -12.40099 -7.05916 -0.79 0.13 -0.08 0.454
H 8.10978 -13.69812 -6.15237 -0.28 0.21 -0.43 0.469
H 10.16133 -15.14385 -6.50736 0.62 0.18 0.35 0.209
H 10.88598 -13.78502 -7.44902 0.10 -0.29 -0.08 0.348
H 8.89626 -14.08930 -8.96096 0.19 0.47 -0.33 0.387
H 8.28774 -15.37063 -8.17853 0.41 -0.79 0.70 0.487
H 10.49489 -16.65632 -8.80112 0.29 0.01 0.55 0.336
H 11.17670 -15.17160 -9.39756 -0.30 0.09 -0.58 0.337
H 9.71155 -16.10324 -10.12713 0.30 0.83 -0.54 0.379
H 8.37749 -14.03852 -3.32299 -0.24 -0.52 -0.63 0.739
H 9.50155 -13.25937 -2.48848 0.96 0.20 0.14 0.656
H 11.32881 -14.83156 -3.86882 -0.02 -0.17 -0.34 0.264
H 9.89317 -15.92638 -4.00433 0.04 0.38 -0.67 0.312
H 9.59726 -16.01205 -1.72150 0.18 -0.05 0.51 0.351
H 11.06227 -15.04368 -1.35203 -0.65 0.76 -0.12 0.408
H 12.40717 -16.86781 -2.67611 -0.10 -0.06 -0.10 0.334
H 10.95336 -17.81537 -2.16090 0.32 -0.33 -0.78 0.315
H 11.97741 -17.25007 -1.00786 -0.04 1.06 0.33 0.356
C 12.82519 -17.96300 4.57064 1.15 -1.04 -0.09 -1.403
C 13.85963 -19.08770 4.07406 -0.11 0.81 0.59 -0.403
N 14.53261 -20.00884 5.18121 -1.16 0.28 -0.98 0.212
C 13.46424 -20.84963 5.97252 1.21 1.10 -0.61 -1.223
C 15.44077 -21.01620 4.43144 -0.43 0.96 0.93 -0.282
C 14.77809 -21.89859 3.39504 0.37 0.32 -0.44 -1.401
C 15.33940 -19.17701 6.19748 0.58 -0.53 0.17 -0.506
C 16.67633 -18.51193 5.75118 -0.85 -1.70 -1.42 -0.757
O 17.66821 -19.48321 5.46734 0.85 -0.81 2.38 -0.382
C 18.27716 -20.08939 6.68567 0.76 -0.03 -2.14 -0.737
H 12.37310 -17.41367 3.74483 -0.25 -0.89 -0.48 0.419
H 13.16684 -17.08413 5.11743 0.78 -0.57 0.58 0.370
H 12.09265 -18.51223 5.16209 -0.32 0.44 -0.15 0.350
H 14.70784 -18.77025 3.46753 0.20 0.72 0.44 0.463
H 13.36021 -19.70049 3.32361 -0.41 -0.46 0.77 0.366
H 12.99952 -20.16042 6.67759 -0.37 -0.21 -0.25 0.594
H 13.99732 -21.61643 6.53460 0.07 0.08 -0.09 0.380
H 12.81576 -21.31834 5.23232 -0.19 0.30 0.29 0.431
H 15.88296 -21.58854 5.24691 0.05 -0.21 -0.17 0.360
H 16.24160 -20.40810 4.01075 -0.16 -0.20 -0.14 0.385
H 14.33762 -21.35279 2.56066 -0.11 0.20 0.19 0.346
H 14.04942 -22.63334 3.73748 0.31 0.01 0.20 0.410
H 15.64936 -22.36606 2.93627 -0.19 -0.62 0.03 0.422
H 15.62975 -19.93447 6.92553 -0.21 0.14 0.35 0.447
H 14.69187 -18.44369 6.67816 -0.24 -0.19 -0.18 0.548
H 17.04305 -17.80770 6.49796 -0.38 0.27 -0.11 0.413
H 16.54247 -18.13289 4.73801 -0.17 1.08 0.32 0.239
H 18.67809 -19.33996 7.36810 -0.59 0.11 0.17 0.315
H 19.15559 -20.59007 6.27849 0.10 0.05 -0.04 0.279
H 17.72943 -20.91429 7.14133 -0.63 0.52 0.20 0.332
C 20.53758 -15.12510 14.52251 -0.17 1.17 -2.27 -1.203
C 19.83958 -15.52202 13.11045 -0.89 0.90 1.13 -0.556
N 19.72811 -14.41129 12.02016 1.70 0.59 -0.61 0.120
C 19.12583 -15.00559 10.72627 0.28 -0.42 0.73 -1.096
C 19.00399 -13.12490 12.62178 -1.37 -0.77 -1.26 -0.351
C 18.51974 -12.04670 11.58814 0.64 -0.23 0.52 -1.341
C 21.15341 -13.91203 11.52271 -0.58 0.50 1.79 -0.692
C 22.37391 -14.85585 11.47548 -1.41 -1.38 0.43 -0.810
O 22.06808 -16.09518 10.82123 0.04 2.23 -0.13 -0.245
C 23.24017 -16.70941 10.40003 0.24 -1.89 -2.08 -0.955
H 19.81851 -14.63696 15.18034 -0.27 -0.92 0.25 0.359
H 21.19122 -14.26686 14.36667 0.50 -0.07 -0.38 0.348
H 21.18177 -15.88350 14.96743 -0.63 -0.21 -0.07 0.319
H 18.78102 -15.65891 13.33140 0.00 -0.31 0.08 0.574
H 20.15885 -16.44583 12.62803 0.53 0.35 0.06 0.515
H 18.23010 -15.60546 10.88727 -0.19 0.45 0.40 0.464
H 19.88489 -15.70451 10.37491 0.05 0.15 -0.04 0.384
H 18.97470 -14.23726 9.96803 -0.04 0.05 0.38 0.375
H 19.61469 -12.79334 13.46156 0.10 0.16 -0.41 0.455
H 18.05123 -13.47363 13.02019 0.23 -0.54 0.28 0.368
H 17.84127 -12.45510 10.83915 0.60 -0.38 -0.32 0.379
H 19.32917 -11.43556 11.18886 -0.05 -0.28 -0.38 0.331
H 17.82724 -11.32733 12.02525 0.26 -0.09 0.84 0.430
H 21.39974 -13.17245 12.28458 0.26 0.09 0.02 0.447
H 20.91798 -13.30703 10.64713 0.34 -0.56 -0.32 0.561
H 22.72565 -15.24518 12.43089 -0.29 0.92 0.79 0.328
H 23.22371 -14.29379 11.08814 -0.13 -0.01 -0.67 0.517
H 23.80870 -17.26398 11.14657 -0.19 0.16 0.32 0.303
H 23.92191 -16.14204 9.76645 0.04 0.94 0.51 0.393
H 22.86719 -17.38867 9.63348 0.25 -0.75 0.32 0.277
C 6.35693 -23.10455 5.40902 1.52 -0.43 -3.07 0.688
F 6.04889 -24.39786 5.66566 -0.08 1.33 0.55 -0.220
F 5.28908 -22.36362 5.19456 -0.41 -0.71 1.42 -0.189
F 7.21718 -22.59900 6.27351 -1.06 -0.31 0.66 -0.199
S 7.33343 -23.10799 3.71160 0.13 -1.42 -2.49 0.975
O 8.60349 -22.43778 3.98043 -1.45 -0.69 -0.15 -0.547
O 7.39419 -24.47171 3.19501 -0.09 0.83 1.22 -0.706
N 6.29332 -22.37624 2.50784 2.02 1.54 2.96 -0.494
S 6.61474 -20.80437 2.84867 0.31 2.33 0.70 1.053
O 6.63319 -20.42621 4.29010 -0.82 -0.59 -2.35 -0.603
O 7.76774 -20.22504 2.15590 -1.47 -0.53 -0.35 -0.644
C 4.95230 -19.90629 2.11386 1.76 -2.37 0.56 0.523
F 3.93084 -20.48250 2.75839 -0.09 0.76 -0.15 -0.216
F 4.99378 -18.58725 2.37483 -0.36 -1.05 -0.92 -0.193
F 4.79032 -20.23830 0.78346 0.19 1.36 1.30 -0.227
C 24.88970 -22.23727 8.04301 0.60 3.15 1.15 0.677
F 24.53472 -23.12429 7.18023 -0.38 -1.39 -0.40 -0.209
F 24.61802 -21.01896 7.51797 0.56 -0.40 -0.42 -0.239
F 24.11318 -22.21420 9.15165 0.52 -1.34 -0.11 -0.238
S 26.78836 -22.33759 8.50004 1.83 -1.78 -0.74 0.916
O 27.02282 -21.42326 9.61665 -0.72 -1.22 -1.36 -0.520
O 27.08234 -23.78759 8.73680 -1.03 3.25 -0.89 -0.629
N 27.55385 -21.83308 6.92415 -1.90 -2.49 4.07 -0.480
S 27.87181 -20.31512 7.02600 -1.64 2.00 -2.25 1.011
O 28.09255 -19.91535 5.63743 1.14 -0.06 1.29 -0.680
O 26.86483 -19.48379 7.68278 1.72 -0.50 0.30 -0.592
C 29.55249 -20.15878 7.94576 -0.54 -1.00 -1.76 0.669
F 30.55932 -20.72947 7.23689 -0.55 0.10 -0.06 -0.253
F 29.75512 -18.87531 7.95836 0.66 1.75 0.56 -0.233
F 29.63073 -20.66857 9.15068 -0.33 -0.01 0.63 -0.201
C 14.70426 -12.44570 5.81411 -3.96 -1.28 0.67 0.646
F 14.67186 -13.37451 4.84499 0.21 0.42 0.11 -0.230
F 14.92362 -13.08955 6.97416 -0.31 -0.03 0.02 -0.222
F 15.62611 -11.61044 5.65454 2.97 2.19 -0.93 -0.216
S 12.98599 -11.48742 5.86657 -1.17 -1.39 0.11 0.938
O 11.98820 -12.58148 5.93914 2.06 2.05 -0.70 -0.560
O 12.99261 -10.60131 7.02172 0.78 -0.47 -1.56 -0.612
N 13.11948 -10.65511 4.35150 2.06 -1.09 3.61 -0.395
S 11.81912 -10.82340 3.58651 -4.05 -1.43 -1.80 1.066
O 11.61605 -12.13067 2.95549 0.73 1.37 -0.22 -0.646
O 10.64599 -10.34807 4.27949 0.10 0.48 -0.11 -0.666
C 12.00994 -9.57718 2.14289 -0.51 -0.50 2.63 0.562
F 12.02492 -8.29321 2.60840 1.04 -1.01 -0.68 -0.232
F 13.13089 -9.95939 1.50907 -0.60 1.20 -0.71 -0.220
F 10.90713 -9.61697 1.38579 0.74 -0.53 -0.61 -0.212
C 14.34608 -27.86677 2.94039 -0.68 0.02 2.53 0.645
F 14.35742 -26.57443 3.28347 0.21 -0.24 -0.63 -0.231
F 13.08364 -28.18995 2.63196 0.77 -0.14 -0.15 -0.222
F 15.15089 -28.08047 1.91646 0.18 0.01 -0.49 -0.200
S 14.93681 -28.90188 4.49573 -1.75 -3.67 -0.42 0.901
O 13.80750 -28.96298 5.47242 2.72 0.61 -2.70 -0.566
O 15.30124 -30.21259 3.89520 -0.27 2.32 0.45 -0.672
N 16.32278 -28.17797 4.98027 -1.14 -1.12 -1.58 -0.251
S 15.88288 -27.41236 6.25155 -1.89 1.87 5.90 0.882
O 14.81572 -26.41402 6.00479 2.33 -1.12 0.38 -0.561
O 15.69459 -28.26947 7.46776 1.01 2.00 -2.72 -0.636
C 17.49028 -26.36932 6.63140 -2.61 -0.32 0.77 0.546
F 17.79008 -25.76672 5.48858 1.32 -0.12 -0.04 -0.208
F 17.09527 -25.34266 7.48529 1.24 -1.88 -0.71 -0.209
F 18.48651 -27.14753 7.15808 -1.05 1.77 -0.89 -0.210
C 10.40070 -19.42706 10.24327 2.88 -1.45 -1.21 0.664
F 10.65834 -20.59370 10.87211 -0.50 0.33 -0.45 -0.245
F 10.11120 -19.69211 8.92419 0.64 0.29 1.35 -0.209
F 9.40244 -18.84685 10.76849 -1.72 1.02 0.90 -0.198
S 11.99559 -18.33409 10.49120 -2.42 3.10 -0.37 0.896
O 11.91636 -17.37377 9.37815 0.81 -1.98 0.67 -0.613
O 11.73676 -17.62845 11.79716 1.06 -2.46 -2.71 -0.610
N 13.27060 -19.45271 10.34642 -2.91 2.30 -1.64 -0.294
S 13.90148 -19.34793 11.73687 1.74 -0.65 3.88 0.963
O 14.72761 -18.11578 11.93204 -1.50 -2.68 0.14 -0.625
O 12.96084 -19.86346 12.77493 2.80 1.07 -1.35 -0.612
C 15.22794 -20.75594 11.56867 0.68 1.80 0.35 0.546
F 15.77066 -20.75112 12.81279 -0.01 -0.65 -0.91 -0.220
F 14.77446 -21.97649 11.26816 0.66 1.16 -0.01 -0.192
F 16.27710 -20.35853 10.68917 -1.91 -1.15 1.17 -0.239